A single C4H8N2S molecule in a non-equilibrium geometry, computed with ωB97M-V with the def2-TZVPD basis set.

Output
- HOMO-LUMO gap (alpha / beta): 6.625 / 8.553 eV
- Maximum force: 0.086 hartree/bohr
- Highest occupied orbital energy (alpha / beta): -5.71 / -9.21 eV
- Energy above the lowest of the compared OMol25 structures with the same formula, charge and spin: 1.9350 eV
- Energy: -18088.179 eV

The geometry in ORCA input format:
```
! wB97M-V def2-TZVPD RIJCOSX def2/J DEFGRID3
* xyz 0 3
C -1.14188 -1.72828 -0.14662
C 1.05005 -1.14075 -0.50016
C 1.53752 -0.51472 0.83795
C -0.94347 2.17409 -0.53497
N -0.02385 -1.77794 -0.71999
N -0.72782 0.75833 -0.22185
S -1.87559 -0.18834 0.21604
H -1.66112 -2.61330 0.34301
H 1.83458 -0.99685 -1.29691
H 1.91183 0.51016 0.86139
H 2.30394 -1.19471 1.33788
H 0.70841 -0.67493 1.54108
H -0.24590 2.46688 -1.30197
H -1.92544 2.26653 -0.83109
H -0.80125 2.65384 0.41622
*
```